A cluster of 2 separate species, C2H4OS in total at a distorted geometry. Source: OMol25; level of theory: wB97M-V/def2-TZVPD.

Output
* energy relative to the best compared isomer or geometry (same formula, charge and spin): 123.4 kcal/mol
* gap between HOMO and LUMO (spin up / spin down): 9.43 / 6.67 eV

Element x y z (Å)
C: -0.8169 -0.3132 -0.7197
C: -0.4657 0.2425 0.3689
O: 2.8898 0.7369 -0.3997
S: 2.4478 -0.8657 -0.0663
H: -1.6291 -1.0091 -0.7553
H: -0.4547 -0.1732 -1.7199
H: -0.2474 0.6842 1.2880
H: 2.2720 0.8163 -1.1689

Atoms 1-2, force components in eV/Å:
-0.8 -0.5 -0.6
0.5 0.4 0.0



A cluster of 2 separate species, C6H7NO2 in total at a distorted geometry. Source: OMol25; level of theory: wB97M-V/def2-TZVPD.

Output
* energy relative to the best compared isomer or geometry (same formula, charge and spin): 149.4 kcal/mol
* gap between HOMO and LUMO: 9.89 eV
* structure (SMILES): Cc1ccoc1.C1=NO1

Element x y z (Å)
C: 0.8998 0.9381 0.6833
C: 0.6265 2.0736 0.0288
C: 0.6960 -0.2182 -0.1893
C: 0.2944 0.2947 -1.3171
C: -2.7760 -0.3717 0.2148
C: 1.3968 -1.5948 0.0360
N: -2.0200 -0.0129 1.0604
O: 0.1797 1.6061 -1.2208
O: -3.5376 -0.1371 1.3139
H: 1.4807 0.8542 1.6406
H: 0.6914 3.0945 0.3300
H: -3.0036 -0.4506 -0.7883
H: 2.4924 -1.5054 0.4705
H: 0.7108 -2.2273 0.7166
H: 1.6004 -2.1310 -0.8694
H: 0.2684 -0.2121 -2.1100

Atoms 1-2, force components in eV/Å:
1.9 -1.1 2.0
-0.6 -3.1 -1.0



A structure of composition C16H19Cl2N3O9Pt at a distorted geometry. Source: OMol25; level of theory: wB97M-V/def2-TZVPD.

Output
* expectation value of S²: 2.05
* gap between HOMO and LUMO (spin up / spin down): 4.65 / 1.58 eV
* multiplicity: 3

Element x y z (Å)
Pt: 0.2646 -0.3051 0.0649
Cl: -3.6935 -2.5649 -2.1219
O: -2.6852 -2.0558 -1.2688
O: -4.1922 -1.6516 -3.0873
O: -3.0661 -3.7290 -2.7553
O: -4.7843 -3.1114 -1.3004
Cl: 4.3047 1.2810 2.9336
O: 5.4871 1.7599 2.2533
O: 3.8537 2.4076 3.6642
O: 3.2795 0.8235 2.0624
O: 4.7997 0.3353 3.8857
N: -1.4563 0.2496 3.0673
C: -2.1300 -0.7385 3.7770
C: -2.6224 -0.6929 5.1007
C: -2.4910 0.5072 5.7075
C: -1.8798 1.6270 5.1060
C: -1.4474 1.4048 3.7690
H: -2.2987 -1.7231 3.3665
H: -3.0643 -1.5875 5.5139
H: -2.8944 0.5043 6.7093
H: -1.7137 2.5665 5.6122
H: -0.8481 2.1286 3.2366
N: -1.1439 2.6200 -0.9099
C: -2.4833 2.8539 -0.8125
C: -3.1064 4.0027 -1.1912
C: -2.3794 4.9738 -1.7708
C: -0.9696 4.8372 -1.9573
C: -0.4214 3.6250 -1.4824
H: -2.9897 2.0115 -0.3649
H: -4.1685 4.1787 -1.1056
H: -2.9632 5.8280 -2.0807
H: -0.3485 5.6202 -2.3666
H: 0.6249 3.4141 -1.6471
N: 2.2578 -0.9669 -2.6926
C: 3.6117 -1.3210 -2.6473
C: 4.3638 -1.6253 -3.7933
C: 3.7036 -1.8167 -5.0077
C: 2.3067 -1.5181 -5.0744
C: 1.6736 -1.0426 -3.9581
H: 4.1845 -1.1672 -1.7447
H: 5.4056 -1.8013 -3.5697
H: 4.2579 -2.0354 -5.9085
H: 1.7929 -1.4825 -6.0237
H: 0.6350 -0.7540 -4.0253
C: 0.8666 -4.5010 0.5223
O: 1.0644 -3.3119 1.2144
H: 1.3906 -4.4824 -0.4333
H: 1.2146 -5.3659 1.0871
H: -0.2080 -4.5374 0.3435
H: 1.1054 -3.6710 2.1038

Atoms 1-2, force components in eV/Å:
-0.4 0.0 -0.2
-1.1 -5.4 0.3